ORCA calculation (wB97M-V/def2-TZVPD) on a structure of composition C14H25Cl3OPt at a distorted geometry.

```
44
C14H25Cl3OPt | the OMol25 dataset | wB97M-V/def2-TZVPD
H -0.41757 -3.14390 2.12059
Cl 1.93325 -1.65471 3.85168
Cl 1.05428 1.62498 -0.53752
H -1.74495 1.09732 -1.34791
C 2.51510 -3.21483 1.29848
C 0.82589 -1.75293 -1.69103
C -1.65182 -2.37947 -1.55389
C -0.29489 -2.35473 -1.03472
H 0.02244 3.34946 2.28115
O -1.73505 0.50927 -0.57705
H 3.04884 -4.14740 1.03084
H -2.55617 5.42479 -0.61397
C -0.69617 4.19894 2.16590
H 3.22838 -2.42194 1.56537
C 0.80522 -1.03872 -2.96374
H -3.12332 4.51393 0.87336
H -1.68746 4.00803 2.58309
H -2.15859 -1.39789 -1.49710
C 1.98685 -1.96058 -0.86469
H -0.17991 -1.08881 -3.44906
Pt -0.71180 1.40172 0.90817
C -2.34522 5.14447 0.42244
H -1.61185 -2.73585 -2.59878
H 1.56579 -1.44238 -3.64970
C -0.96227 4.46815 0.66974
H -2.56428 0.67751 -0.09850
C -0.84872 3.11666 0.07658
C 1.61337 -2.76702 0.24639
H -0.22834 5.18995 0.26062
H 1.98823 -3.34892 2.26419
H -0.86388 3.01684 -1.01077
H 1.06830 0.01841 -2.80593
H 3.72267 -0.91799 -0.26096
C 0.19201 -2.99767 0.15760
C -0.61681 -3.66104 1.16757
H 4.02837 -2.31012 -1.30335
H -2.27027 6.10869 0.93782
Cl -2.43875 1.42386 2.37694
H -0.35881 -4.72521 1.28705
H -0.25814 5.13809 2.50386
C 3.33402 -1.47298 -1.13033
H 3.34308 -0.83340 -2.02314
H -1.68125 -3.60753 0.91475
H -2.26982 -3.05504 -0.95202
```

Values from the calculation:
2S+1 ... 5
HOMO-LUMO gap (spin up / spin down) ... 0.1461 / 0.2166 hartree
Net charge ... -2



ORCA calculation (wB97M-V/def2-TZVPD) on a structure of composition C14H25Cl3OSn at a distorted geometry.

```
44
C14H25Cl3OSn | the OMol25 dataset | wB97M-V/def2-TZVPD
C -0.91281 -2.02660 -2.27235
H 1.34162 -2.41445 2.17799
H -0.89679 -2.53306 -3.25865
H -2.86560 2.75594 4.07571
H -4.06133 -0.24745 2.02773
H 1.04518 0.24138 -4.67468
H 2.82025 1.90085 -2.18044
C -3.04506 1.64738 2.19217
H 1.64220 -0.95351 2.55959
C 0.40689 -1.44302 -1.95927
C 3.23345 0.91983 -2.44014
C 1.32114 -1.96790 -0.96510
H -1.69508 -1.24100 -2.29969
H 3.39980 0.90463 -3.52083
H 3.31731 -1.38504 0.93684
O 2.02622 -1.84172 2.59415
C 2.31194 -0.15754 -2.03923
Sn -0.33722 2.36746 1.26890
H 0.14338 -3.54912 -0.07113
H 0.52900 1.44942 -3.47315
C 2.49172 -1.07807 -0.99788
H -4.97873 1.15391 1.40756
H -1.24178 1.01805 3.32600
Cl 1.42051 1.18151 1.34337
C -3.98333 0.69212 1.45982
H 4.19699 0.81379 -1.94559
C -1.63043 1.04230 2.30055
H -3.65858 1.17365 4.20432
H -1.52087 0.12894 1.71042
H -1.17914 -2.78434 -1.51812
C -3.55387 2.06279 3.56857
Cl -1.13289 2.49386 -0.90780
H 4.32591 -0.32329 -0.15355
H 2.00321 -3.48302 0.33066
C 1.03594 -0.38393 -2.62395
Cl -0.17652 4.16404 2.73443
H -0.56190 0.09832 -3.92390
H -2.98611 2.57018 1.58853
H 4.28020 -2.06045 -0.42635
C 1.13574 -3.11019 -0.21393
H -4.53370 2.54777 3.46499
C 3.65580 -1.20294 -0.10696
C 0.47775 0.38972 -3.74622
H -3.61039 0.46879 0.44660
```

Values from the calculation:
Relative energy (zero: lowest compared OMol25 entry of this formula, charge and spin) ... 36.7 kcal/mol
HOMO-LUMO gap (spin up / spin down) ... 0.1549 / 0.1329 hartree
Net charge ... -2



ORCA calculation (wB97M-V/def2-TZVPD) on a cluster of 6 separate species, C14H25Cl4FO12 in total at a distorted geometry.

```
56
C14H25Cl4FO12 | the OMol25 dataset | wB97M-V/def2-TZVPD
C 13.38676 8.35272 -1.80865
O 12.89255 15.37292 -1.82610
C 19.45086 13.92190 0.37033
Cl 8.14572 24.15751 -2.58571
C 11.80250 15.80612 -1.16473
Cl 10.22905 22.01666 -2.35073
H 14.04344 16.55429 0.42341
H 12.80726 5.89584 -5.33653
H 16.61197 19.24205 -9.30945
H 14.95471 16.03829 -1.69722
H 16.63891 23.74010 0.46952
C 18.35112 23.79715 -10.84420
C 13.90787 16.33580 -1.75826
C 13.58894 17.03830 -0.44104
O 20.01116 15.07919 0.79881
H 7.82328 21.89675 -1.92203
H 11.66901 5.05534 -4.22742
H 17.77040 23.88817 -11.76211
C 8.63203 22.61706 -1.79883
H 15.10856 20.10162 -9.82443
O 11.93938 5.11979 -1.69452
C 12.67890 5.44615 -4.35195
H 19.39259 23.50000 -10.96736
H 13.47305 4.69969 -4.36672
H 15.59135 19.91524 -8.12558
O 18.31254 13.52266 0.72726
C 17.01250 24.13675 1.41355
O 20.34031 13.28385 -0.41210
Cl 16.24899 23.11666 2.76520
C 19.32293 16.06893 1.61987
H 18.74838 15.57194 2.40153
O 17.81299 21.11697 -11.05956
C 15.95478 20.09448 -9.13745
O 12.15432 16.86830 -0.37426
H 13.19170 9.16826 -1.11227
H 16.60900 25.14929 1.40646
H 14.45684 8.33831 -2.01560
H 20.03092 16.78025 2.04516
C 19.91436 12.19236 -1.18347
C 12.56869 6.12794 -2.10097
H 13.78397 16.99561 -2.61697
H 19.06986 12.45508 -1.82058
H 20.75807 11.77908 -1.73614
H 12.80694 8.64401 -2.68448
C 17.30588 21.80693 -10.16649
H 8.74011 22.84906 -0.73932
F 14.02424 18.26950 -0.43358
O 17.65440 23.07009 -9.90352
O 12.95503 6.31749 -3.38473
O 16.59878 21.35356 -9.17655
H 19.56520 11.39224 -0.53079
Cl 18.77031 23.98792 1.39814
H 18.39466 24.84986 -10.56489
O 10.63805 15.41103 -1.23503
O 12.70832 7.24210 -1.32520
H 18.59507 16.61607 1.02075
```

Values from the calculation:
Relative energy (zero: lowest compared OMol25 entry of this formula, charge and spin) ... 6.9 kcal/mol
HOMO-LUMO gap ... 0.3969 hartree



ORCA calculation (wB97M-V/def2-TZVPD) on a cluster of 6 separate species, C14H25Cl8FO6 in total at a distorted geometry.

```
54
C14H25Cl8FO6 | the OMol25 dataset | wB97M-V/def2-TZVPD
C 2.44057 2.93922 -5.77525
C 0.98829 -0.11860 0.70872
H 3.74664 -3.51923 -1.40979
C -4.81194 -1.76065 6.32923
Cl -0.73038 -0.49103 0.57037
H -3.75723 1.59047 1.87240
H -1.00884 -0.07561 -2.01125
C -1.29285 0.37503 -2.96224
C -4.28775 -0.79307 4.09033
O 1.78024 3.09174 -4.64075
O -4.00423 0.42030 3.58839
H -3.18942 1.12453 -3.76821
C 3.81683 2.10347 -4.19881
H 2.15588 2.49817 -2.73819
C 2.83438 -2.47645 -3.07507
H -1.45356 -0.37352 4.61825
H -2.52558 0.53344 2.12131
Cl -0.33999 -2.40992 5.64792
C -2.83798 0.44046 -2.99578
Cl 1.25268 -2.19606 -2.26206
H 2.55985 -3.25689 -3.78476
C 1.55797 0.81301 -0.36803
H 0.48168 0.82519 4.10856
Cl 0.81022 2.45177 -0.19417
O 3.71239 2.49830 -5.52651
C 3.95938 -2.71727 -2.11669
H -0.89601 -0.32147 -3.70082
H 1.30526 0.29410 1.66648
F 3.41978 0.82313 -4.06341
O -4.25971 -1.79810 3.41885
O -4.62434 -0.65321 5.44153
Cl 4.32732 -1.22372 -1.29664
Cl 2.00481 -0.97329 3.93802
C -3.61095 0.56645 2.21605
H 0.84026 0.02510 5.67048
C 2.71899 2.95177 -3.55383
H -5.54589 -2.42077 5.86698
H -3.86314 -2.25874 6.52870
Cl -0.61509 2.03892 -3.15477
H -5.17644 -1.40762 7.29390
Cl -3.46526 1.11724 -1.49910
H 3.04595 3.93700 -3.22139
O 1.99482 3.11262 -6.88727
H -3.21641 -0.57025 -3.14869
H -0.62680 -1.43506 3.46022
H 4.83934 2.13579 -3.82259
H 1.59236 -1.01049 0.54219
H 4.78955 -3.05661 -2.73618
H 3.01036 -1.61136 -3.71439
H -3.91189 -0.17271 1.47364
H 2.61383 1.04225 -0.22412
H 1.42627 0.49947 -1.40362
C 0.61254 -0.13060 4.61596
C -0.58678 -1.01664 4.46592
```

Values from the calculation:
HOMO-LUMO gap ... 0.3893 hartree



Listing E for the structures above in their given order: -2123.4106, -2218.5638, -3391.8854, -4781.2882 a.u..